No. 1
The following is a DFT calculation (the ωB97M-V functional and the def2-TZVPD basis) of one molecule with the formula C3H5NS2 at a distorted geometry.

Summary:
relative energy (zero: lowest compared OMol25 entry of this formula, charge and spin): 324.9 kJ/mol
E: -968.3213 a.u.
SMILES: C=CS/C=N/S

```
11
Properties=species:S:1:pos:R:3:forces:R:3:nbo_charge:R:1
C 0.542994 0.858042 -1.030932 0.19 2.26 -0.93 -0.061
C -0.975942 -0.150581 1.050214 -0.69 -0.29 -1.39 -0.341
C -1.836054 -0.462586 2.039084 1.60 0.31 1.36 -0.441
H 2.940919 -1.215223 -2.326813 -0.08 0.82 -0.23 0.140
H 1.064155 1.784222 -1.585421 -1.72 -1.43 1.58 0.188
H -0.323869 -0.810052 0.475753 -0.28 -0.72 0.88 0.231
H -2.284360 0.467706 2.600563 0.23 -2.44 -1.05 0.223
H -1.712120 -1.565928 2.500958 -0.64 2.97 -0.89 0.236
N 1.021621 -0.288479 -1.263388 1.64 1.10 -1.14 -0.496
S 2.506984 0.082214 -2.437634 -1.53 -2.06 1.63 0.071
S -0.944326 1.300662 -0.022384 1.31 -0.52 0.17 0.250
```
Positions in Å, forces in eV/Å.

***

No. 2
The following is a DFT calculation (the ωB97M-V functional and the def2-TZVPD basis) of a 2-piece molecular cluster, C4H11NO2 overall.

Summary:
relative energy (zero: lowest compared OMol25 entry of this formula, charge and spin): 161.5 kJ/mol
E: -364.2066 a.u.
SMILES: CCCO.NC=O

```
18
Properties=species:S:1:pos:R:3:forces:R:3:nbo_charge:R:1
C -1.390053 1.433354 -1.739918 0.32 0.09 -0.32 -0.055
O -1.701290 1.992695 -3.021644 -0.73 0.04 0.43 -0.721
C -0.291338 0.404878 -1.932311 0.34 0.07 0.10 -0.420
C 0.069345 -0.232577 -0.595723 -0.05 0.20 0.21 -0.607
H -1.069613 2.264642 -1.101294 0.26 -0.26 0.21 0.157
H -2.222983 0.943629 -1.220668 -0.34 0.12 -0.39 0.151
H -2.367455 2.684576 -2.874688 0.33 -0.34 -0.22 0.465
H -0.563305 -0.355815 -2.665948 -0.38 0.08 0.03 0.205
H 0.566199 0.919582 -2.372065 0.12 -0.04 0.13 0.206
H -0.802193 -0.683823 -0.111295 -0.11 0.07 -0.11 0.189
H 0.818958 -1.019193 -0.642056 0.14 0.10 -0.26 0.214
H 0.445094 0.537210 0.078888 0.08 -0.10 0.12 0.213
C 1.816179 -1.374462 3.542455 0.08 -0.06 0.29 0.550
N 1.136417 -1.328062 2.292400 0.60 0.15 -0.25 -0.901
O 2.733422 -0.663300 3.821085 -0.10 -0.09 -0.07 -0.487
H 1.435132 -2.127644 4.259264 0.09 0.05 0.12 0.086
H 1.229669 -2.228078 1.831748 -0.11 -0.02 -0.04 0.378
H 0.157811 -1.167606 2.451767 -0.52 -0.05 0.02 0.376
```
Positions in Å, forces in eV/Å.

***

No. 3
The following is a DFT calculation (the ωB97M-V functional and the def2-TZVPD basis) of C34H32N4OReS as an isolated structure at a distorted geometry.

Summary:
relative energy (zero: lowest compared OMol25 entry of this formula, charge and spin): 0.0 kJ/mol
E: -2085.0716 a.u.
multiplicity: 2
charge: +2

```
73
Properties=species:S:1:pos:R:3:forces:R:3:mulliken_charge:R:1
Re 0.036938 -0.208118 -0.429723 -0.05 -2.49 -0.32 1.723
C 2.677975 -0.489123 3.104448 0.10 -0.03 0.04 -1.035
C 1.915554 0.011926 2.050892 -0.07 -0.10 0.08 -0.212
N 1.055247 -0.717618 1.353128 -0.03 0.44 -0.01 0.317
C 0.899095 -2.030392 1.701635 -0.09 -0.26 0.08 1.003
C 1.628924 -2.615605 2.756259 -0.05 0.09 -0.15 0.799
C 2.547692 -1.807818 3.454386 -0.08 0.07 -0.06 -0.812
C 1.378134 -3.962448 3.095137 -0.07 -0.11 -0.05 -0.906
C 0.434135 -4.665279 2.402111 0.22 -0.08 0.21 -1.118
C -0.304168 -4.075069 1.363839 -0.05 0.31 -0.31 -0.536
C -0.096498 -2.759300 1.001513 0.19 -0.25 0.59 0.097
N -0.809119 -1.973033 0.081061 0.80 2.14 -0.70 0.628
C -2.207086 -2.089543 -0.047939 -0.52 -0.28 -0.01 -0.218
C -2.960833 -3.240231 -0.132278 0.36 0.14 -0.05 -0.510
C -4.366751 -3.190276 -0.147706 -0.24 0.11 -0.01 -1.050
C -5.034871 -1.999354 -0.110681 0.01 -0.16 -0.04 -0.881
C -4.301928 -0.792256 -0.116416 0.17 0.10 0.00 0.854
C -4.906187 0.481734 -0.164609 0.12 -0.01 -0.02 -0.745
C -4.117773 1.602635 -0.213419 -0.09 0.00 -0.01 -1.356
C -2.727488 1.454456 -0.209106 -0.03 0.07 0.02 -0.120
N -2.128641 0.278512 -0.131285 0.52 0.47 0.00 -0.402
C -2.892618 -0.846453 -0.088623 -0.23 -0.20 0.12 0.880
H 3.360711 0.172514 3.617793 -0.01 -0.01 0.01 0.515
H 2.020775 1.042008 1.770543 -0.03 0.24 -0.07 0.333
H 3.119986 -2.233266 4.268998 0.01 0.01 0.00 0.482
H 1.929063 -4.413097 3.909810 0.00 -0.03 -0.02 0.455
H 0.234915 -5.696600 2.658518 0.00 0.00 -0.02 0.443
H -1.022521 -4.695083 0.857332 -0.05 0.03 -0.02 0.220
H -2.492701 -4.205484 -0.229974 0.03 -0.01 0.06 0.726
H -4.918266 -4.119545 -0.187428 0.00 0.00 -0.01 0.442
H -6.116154 -1.965232 -0.096667 0.00 0.00 -0.03 0.457
H -5.986286 0.555494 -0.181273 0.00 0.03 0.02 0.491
H -4.546224 2.593232 -0.263038 0.00 0.00 -0.01 0.473
H -2.088199 2.326161 -0.291155 0.03 -0.06 0.00 0.745
C -2.042221 -0.497472 -3.019142 -0.25 -0.06 0.03 -1.193
N -0.642302 -0.199010 -2.669472 0.39 0.40 0.55 -0.185
C -0.298313 1.123651 -3.237692 -0.02 0.11 -0.27 -1.047
C 0.210489 -1.239086 -3.298252 0.22 -0.15 -0.03 -1.052
C 1.616475 -1.136092 -2.793078 -0.06 0.06 -0.02 1.260
C 2.700193 -1.347398 -3.631761 0.02 -0.10 -0.01 -0.805
C 3.990567 -1.267291 -3.128645 -0.07 -0.03 -0.04 -0.807
C 4.185997 -0.974553 -1.786411 0.01 -0.05 0.14 -0.837
C 3.099983 -0.760298 -0.951899 0.10 0.04 0.01 -0.485
C 1.787625 -0.823404 -1.436408 -0.55 0.50 0.15 0.403
H -2.143837 -0.571084 -4.104875 0.07 0.02 0.00 0.496
H -2.705297 0.292900 -2.671988 0.05 0.01 0.00 0.398
H -2.350503 -1.444619 -2.580228 0.06 0.01 -0.04 0.325
H -0.517908 1.151169 -4.309509 -0.03 -0.09 0.02 0.418
H 0.758983 1.325335 -3.089767 -0.02 -0.02 0.01 0.289
H -0.882857 1.897110 -2.741914 0.02 -0.03 0.03 0.290
H 0.168623 -1.150709 -4.387899 -0.09 0.01 0.01 0.537
H -0.199009 -2.212839 -3.016774 -0.09 0.02 -0.04 0.343
H 2.537319 -1.579113 -4.677529 0.02 0.01 0.00 0.474
H 4.837194 -1.437168 -3.779913 0.01 0.03 0.00 0.407
H 5.188271 -0.914040 -1.382445 0.01 -0.02 -0.03 0.493
H 3.295845 -0.546475 0.090604 0.03 0.04 -0.02 0.279
C 1.616734 4.352976 -1.089317 0.07 -0.22 -0.03 -1.066
S 1.865783 2.834417 -0.147992 -0.03 0.63 0.35 0.191
O 0.728901 1.934785 -0.631691 -0.98 -0.75 0.13 -0.573
C 1.318993 3.478310 1.451969 0.04 -0.31 -0.14 0.188
C 2.228144 4.098176 2.296906 0.14 -0.01 -0.11 -0.382
C 1.801605 4.509673 3.551612 0.02 0.05 0.01 -0.644
C 0.488101 4.301536 3.948742 -0.03 -0.03 0.00 -0.544
C -0.413639 3.686346 3.090017 0.06 0.07 0.02 -0.638
C 0.003988 3.270719 1.835601 -0.09 -0.09 -0.08 0.034
H 0.687072 4.825444 -0.782994 -0.04 -0.06 0.01 0.363
H 1.602000 4.100901 -2.148052 0.08 -0.06 0.01 0.418
H 2.466323 5.001072 -0.874317 -0.01 0.01 0.02 0.427
H 3.251742 4.272178 1.985527 0.02 -0.07 0.03 0.495
H 2.501191 4.987358 4.224025 0.00 0.02 -0.02 0.442
H 0.165786 4.617139 4.931790 0.01 0.01 0.00 0.437
H -1.439403 3.531843 3.396617 0.00 -0.01 0.00 0.469
H -0.683466 2.779167 1.160472 0.05 -0.01 0.05 0.203
```
Positions in Å, forces in eV/Å.

***

No. 4
The following is a DFT calculation (the ωB97M-V functional and the def2-TZVPD basis) of C5H39NO14 as an isolated structure at a distorted geometry.

Summary:
relative energy (zero: lowest compared OMol25 entry of this formula, charge and spin): 402.7 kJ/mol
E: -1321.5516 a.u.
multiplicity: 2
charge: +1

```
59
Properties=species:S:1:pos:R:3:forces:R:3:nbo_charge:R:1
C 1.945775 -1.557829 2.566198 -0.70 -1.38 -2.43 -0.436
C 2.436704 -0.460915 1.652465 -0.74 2.42 0.96 0.083
C 3.113296 0.625835 2.530361 -2.09 0.22 0.52 -0.659
O 1.252916 0.284373 1.069544 0.38 -0.47 1.27 -0.806
C 1.413962 -2.810585 1.711214 0.22 0.62 4.61 -0.322
N 0.215051 -2.545837 0.881818 5.00 -1.78 -1.16 -0.123
C -0.073824 -3.784368 0.208073 -1.64 0.58 -1.03 -0.492
H 1.115353 -1.235189 3.172006 -0.10 0.38 0.41 0.224
H 2.733069 -1.879889 3.232567 0.21 -0.35 0.04 0.257
H 3.001067 -0.858179 0.773656 -0.21 0.54 0.74 0.197
H 3.496360 1.408185 1.975880 1.35 1.27 -1.67 0.240
H 2.316691 1.233051 3.052188 0.19 -1.05 -0.18 0.234
H 3.786785 0.420048 3.329151 0.72 -1.00 0.26 0.238
H 0.887016 0.860955 1.834595 0.85 -1.41 -1.93 0.508
H 2.276386 -3.278466 1.119498 -1.52 0.43 0.43 0.282
H 1.090900 -3.485974 2.618530 0.52 0.38 -2.23 0.274
H 0.420556 -1.704593 0.313528 -1.32 0.32 0.20 0.448
H -0.306142 -4.519028 0.981013 -0.18 -0.15 -0.45 0.266
H 0.703500 -4.177601 -0.501380 0.25 0.61 1.00 0.297
H -0.827739 -3.542156 -0.531748 -0.89 -0.51 0.20 0.265
H 2.777759 1.438737 -1.759622 -0.53 0.83 0.61 0.451
H 3.608851 0.536443 -2.450512 0.68 0.30 -0.47 0.481
O 3.595862 1.493092 -2.249784 -0.37 -1.19 -0.22 -0.932
H 1.621619 2.806254 -4.086806 0.27 0.31 0.13 0.506
H 0.252074 3.497902 -3.896060 -0.09 0.39 0.25 0.506
O 0.791769 3.020886 -4.530431 -0.32 -0.81 -0.23 -0.894
H -3.122185 0.188720 -4.370044 0.39 -1.18 -0.74 0.477
H -3.382111 1.618510 -4.144305 -0.46 -0.77 0.95 0.490
O -3.506576 0.736868 -3.706879 0.22 1.88 0.05 -0.955
H -2.311823 0.591087 -1.952058 -0.13 0.48 0.70 0.517
H -1.203182 0.021660 -1.097982 -0.49 0.63 0.04 0.493
O -1.919323 0.699237 -1.048626 0.02 -1.06 -1.41 -1.019
H -1.809173 0.152115 2.136656 1.44 0.64 0.79 0.530
H -0.562217 -0.784887 2.341134 -0.70 1.13 0.65 0.458
O -1.025507 -0.011255 2.754182 -0.34 -2.07 -1.57 -0.983
H -0.245981 1.516495 3.272781 -0.75 -2.56 -1.67 0.457
H -0.796099 2.134981 4.520102 3.65 1.06 -3.15 0.488
O 0.012154 2.265987 3.732037 -2.86 1.74 5.02 -0.955
H 0.710092 -0.384390 -1.268863 -0.55 -0.23 -0.84 0.479
H 0.198811 -0.382073 -2.755171 -0.19 0.41 -0.32 0.533
O 0.135594 -0.898078 -1.893185 0.61 0.13 1.68 -1.026
H 3.053398 -2.251301 -2.360658 -1.21 2.23 -1.52 0.472
H 1.628024 -1.622736 -2.490833 -0.09 0.07 -0.19 0.484
O 2.534934 -1.468832 -2.799719 1.93 -2.44 1.54 -0.979
H -1.158512 2.247520 1.457186 2.76 1.90 -0.08 0.482
H -2.113529 1.474833 0.419843 0.56 0.23 -1.09 0.506
O -1.908578 1.763561 1.303305 -3.84 -1.42 0.97 -0.990
H 1.289092 0.305162 -4.375541 -0.74 -0.33 0.17 0.482
H 0.263157 1.599376 -4.423697 0.45 -3.44 1.22 0.524
O 0.354006 0.418720 -4.095725 0.57 3.74 -1.41 -1.052
H -2.518629 2.959681 -1.132945 -0.74 1.60 -1.51 0.467
H -2.849581 4.361690 -0.762380 -0.24 -0.15 -1.31 0.475
O -2.827288 3.818139 -1.593012 1.05 -1.50 2.73 -0.944
H -4.479131 -0.184295 -0.175186 -0.24 0.05 1.04 0.448
H -4.845404 0.094607 -1.478685 -0.44 0.40 -1.56 0.463
O -5.246635 0.186390 -0.623834 0.70 -0.39 0.44 -0.910
H -1.364561 -1.142237 4.919707 -0.81 -0.14 0.38 0.451
H -2.300671 -0.677325 3.924648 -0.39 0.48 -0.69 0.468
O -2.328182 -1.133084 4.751803 0.91 -0.67 1.03 -0.928
```
Positions in Å, forces in eV/Å.

***

- The lowest relative energy (zero: lowest compared OMol25 entry of this formula, charge and spin) belongs to which entry?
  C34H32N4OReS

***

- Among the records above, which one has the lowest relative energy (zero: lowest compared OMol25 entry of this formula, charge and spin)?
  C34H32N4OReS

***

- Look up the E of the first one.
  -968.3213 a.u.